Record 1
The following is a DFT calculation (ωB97M-V/def2-TZVPD) of a structure of composition C17H20Br48FNO4S.

Output
Lowest unoccupied orbital energy, hartree: -0.012
Gap between HOMO and LUMO, Eh: 0.353

Cartesian coordinates (Å):
O -5.55 7.84 0.94
S -4.36 7.41 1.58
O -3.24 7.35 0.71
F -4.63 6.01 2.18
N -3.94 8.38 2.85
C -4.84 8.26 4.00
O -4.15 8.69 5.21
O -2.81 9.03 4.98
H -4.06 9.33 2.49
H -5.14 7.24 4.19
H -5.69 8.93 3.91
H -2.79 9.99 4.83
C -3.84 2.78 2.32
Br -4.45 2.57 4.14
Br -1.92 2.93 2.21
Br -4.52 1.39 1.18
H -4.25 3.72 1.96
C 1.16 0.15 0.92
Br -0.61 -0.14 0.20
Br 2.50 -0.80 -0.07
Br 1.57 2.03 1.06
H 1.16 -0.25 1.92
C -5.12 3.65 -2.55
Br -4.07 2.05 -2.34
Br -6.88 3.46 -1.78
Br -4.19 5.18 -1.83
H -5.25 3.82 -3.61
C -1.56 -2.80 3.59
Br -1.72 -4.57 2.84
Br 0.25 -2.17 3.51
Br -2.82 -1.59 2.78
H -1.82 -2.88 4.64
C 4.33 -0.46 -4.19
Br 3.28 0.87 -3.28
Br 4.13 -2.20 -3.37
Br 3.93 -0.52 -6.08
H 5.36 -0.18 -4.09
C 6.59 -5.00 -5.06
Br 7.52 -6.37 -6.05
Br 6.67 -5.31 -3.16
Br 7.22 -3.24 -5.52
H 5.55 -5.04 -5.35
C 7.70 -6.10 0.57
Br 8.70 -7.70 0.98
Br 5.90 -6.20 1.25
Br 8.60 -4.52 1.19
H 7.63 -6.04 -0.50
C 0.25 8.80 0.75
Br 1.29 7.20 0.49
Br -0.69 8.76 2.43
Br 1.33 10.39 0.57
H -0.50 8.82 -0.03
C -2.99 -5.12 7.13
Br -3.16 -6.88 6.38
Br -1.17 -4.48 7.04
Br -4.22 -3.88 6.31
H -3.25 -5.18 8.18
C -5.38 -9.85 3.86
Br -5.58 -9.64 5.77
Br -4.58 -8.29 3.05
Br -4.40 -11.46 3.42
H -6.37 -9.96 3.44
C -2.76 9.14 -3.49
Br -1.66 7.55 -3.56
Br -3.88 9.16 -1.92
Br -1.69 10.74 -3.63
H -3.41 9.11 -4.35
C 12.08 -10.11 3.01
Br 10.94 -11.34 2.06
Br 12.83 -8.78 1.82
Br 11.17 -9.30 4.50
H 12.90 -10.68 3.41
C -5.22 -2.39 -0.84
Br -5.30 -4.17 -1.57
Br -3.46 -1.63 -0.98
Br -6.55 -1.23 -1.62
H -5.45 -2.46 0.22
C 8.04 0.53 -6.46
Br 9.00 -0.81 -7.47
Br 8.14 0.20 -4.56
Br 8.64 2.31 -6.90
H 7.00 0.46 -6.74
C -8.21 -0.46 2.80
Br -6.64 -1.57 2.79
Br -8.18 0.85 1.39
Br -9.83 -1.51 2.76
H -8.21 0.08 3.73
C 4.77 -2.44 -10.01
Br 3.27 -1.39 -10.61
Br 6.04 -1.37 -9.03
Br 4.21 -3.97 -8.99
H 5.28 -2.80 -10.89

***

Record 2
The following is a DFT calculation (ωB97M-V/def2-TZVPD) of a structure of composition C21H40Cl3CoN4O3SSi.

Output
Energy above the lowest of the compared OMol25 structures with the same formula, charge and spin, kJ/mol: 264.6
Spin multiplicity: 4
Charge: -1
Lowest unoccupied orbital energy (alpha / beta), hartree: 0.092 / 0.092
Gap between HOMO and LUMO (alpha / beta), Eh: 0.200 / 0.199

Cartesian coordinates (Å):
C 3.99 -1.96 -0.55
C 3.67 -0.70 -1.32
H 4.88 -2.48 -0.92
H 3.12 -2.62 -0.58
H 4.15 -1.71 0.51
C 4.28 -0.36 -2.48
C 5.04 -1.33 -3.32
H 4.21 0.65 -2.87
H 4.67 -2.36 -3.16
H 6.11 -1.33 -3.07
H 4.97 -1.10 -4.39
Co -1.22 -0.27 2.11
Cl -0.35 0.96 3.65
Cl -3.15 -0.75 1.21
H -5.91 2.11 2.39
H -4.43 0.74 5.50
C -5.38 1.15 2.45
C -4.33 0.23 4.53
N -4.35 1.22 3.46
H -4.94 0.92 1.47
C -3.39 2.16 3.32
O -3.40 3.02 2.43
H -3.39 -0.34 4.54
H -2.57 2.08 4.07
H -6.07 0.35 2.73
H -5.17 -0.45 4.38
H 0.78 -2.45 -2.55
H 1.99 -0.90 -4.06
C -0.21 -2.05 -2.80
C 1.00 -0.75 -4.52
N -0.03 -0.78 -3.50
H -0.80 -1.87 -1.89
C -1.09 0.10 -3.54
O -2.13 -0.04 -2.91
H 0.97 0.22 -5.02
H -0.89 0.95 -4.21
H -0.74 -2.77 -3.45
H 0.85 -1.55 -5.27
O 1.73 -0.74 -1.08
C 2.60 0.18 -0.68
C 1.70 1.90 -2.36
C 2.41 1.61 -1.20
H 1.16 1.08 -2.85
C 1.69 3.20 -2.87
H 2.76 0.18 0.42
C 2.94 2.66 -0.45
H 1.17 3.40 -3.81
C 2.32 4.24 -2.17
C 2.93 3.97 -0.94
H 3.40 2.41 0.52
H 2.35 5.25 -2.59
H 3.40 4.77 -0.37
Si -0.93 -2.98 2.08
Cl 0.31 -1.45 1.10
C -2.17 -3.70 0.89
C -1.61 -2.10 3.60
C 0.27 -4.31 2.58
H -2.07 -3.30 -0.13
H -3.20 -3.52 1.23
H -2.01 -4.78 0.86
H 0.43 -4.98 1.72
H -0.14 -4.89 3.41
H 1.23 -3.87 2.89
H -1.80 -1.00 3.60
H -0.92 -2.27 4.43
H -2.57 -2.55 3.87
N -1.76 3.61 -0.09
C -0.93 2.81 0.63
N -0.12 3.40 1.53
S -0.82 1.15 0.27
H -2.25 4.33 0.45
H -2.35 3.12 -0.76
H 0.32 2.83 2.24
H -0.22 4.40 1.68

***

Record 3
The following is a DFT calculation (ωB97M-V/def2-TZVPD) of the molecule C25H32N6O3S.

Output
Energy above the lowest of the compared OMol25 structures with the same formula, charge and spin, kJ/mol: 0.0
Lowest unoccupied orbital energy, hartree: 0.020
Gap between HOMO and LUMO, Eh: 0.303

Cartesian coordinates (Å):
C -4.74 -0.68 -1.42
C -5.24 0.18 -0.26
O -4.34 1.25 0.01
C -3.31 0.96 0.82
O -3.19 -0.08 1.43
N -2.43 1.98 0.93
C -2.48 3.20 0.17
C -1.16 3.44 -0.56
N -0.05 3.43 0.37
C 1.25 3.42 0.00
O 2.15 3.22 0.80
C 1.58 3.74 -1.45
S 2.80 2.51 -2.02
C 1.85 1.11 -1.64
N 0.58 1.13 -1.36
N 0.20 -0.14 -1.11
C 1.23 -0.91 -1.24
C 1.22 -2.39 -1.08
C -0.19 -2.91 -1.12
C -0.84 -3.55 -2.15
C -2.15 -3.81 -1.72
C -2.25 -3.32 -0.45
N -1.06 -2.77 -0.09
C -0.79 -2.19 1.20
N 2.33 -0.17 -1.60
C 3.71 -0.56 -1.69
C 4.48 -0.18 -0.41
C 3.79 -0.75 0.79
C 2.89 0.02 1.52
C 2.19 -0.54 2.58
C 2.39 -1.86 2.93
C 3.30 -2.63 2.23
C 3.99 -2.08 1.16
C -0.37 3.00 1.72
C -1.20 1.72 1.66
H -3.78 -1.13 -1.17
H -5.46 -1.48 -1.61
H -4.63 -0.08 -2.31
H -6.19 0.65 -0.50
H -5.35 -0.43 0.64
H -3.29 3.12 -0.56
H -2.71 4.05 0.84
H -1.21 4.41 -1.08
H -1.02 2.63 -1.29
H 2.10 4.70 -1.50
H 0.74 3.72 -2.12
H 1.71 -2.66 -0.14
H 1.78 -2.85 -1.90
H -0.41 -3.80 -3.11
H -2.92 -4.29 -2.28
H -3.08 -3.31 0.23
H -0.52 -2.95 1.93
H -1.68 -1.66 1.54
H 0.02 -1.47 1.12
H 3.75 -1.64 -1.85
H 4.16 -0.06 -2.56
H 4.52 0.91 -0.33
H 5.50 -0.56 -0.50
H 2.74 1.05 1.26
H 1.49 0.07 3.13
H 1.85 -2.29 3.76
H 3.47 -3.66 2.50
H 4.70 -2.69 0.60
H -0.91 3.79 2.25
H 0.58 2.81 2.24
H -0.63 0.94 1.15
H -1.44 1.37 2.67

***

Record 4
The following is a DFT calculation (ωB97M-V/def2-TZVPD) of a structure of composition C5H8N2O2.

Output
Energy above the lowest of the compared OMol25 structures with the same formula, charge and spin, kJ/mol: 591.0
Lowest unoccupied orbital energy, hartree: -0.033
Gap between HOMO and LUMO, Eh: 0.277

Cartesian coordinates (Å):
C -1.09 0.00 -0.37
N -1.55 1.28 -0.71
C -0.33 -0.02 1.24
C -0.69 -1.06 2.01
O -1.74 -0.98 -0.70
H -1.35 2.05 -0.09
H -2.50 1.27 -1.07
H 0.04 0.97 1.44
H -1.63 -1.59 1.85
H 0.02 -1.57 2.66
C 1.65 -0.49 0.28
C 1.24 0.41 -1.92
N 0.74 -0.11 -0.87
O 2.75 0.05 0.38
H 1.53 -1.55 0.54
H 2.31 0.36 -2.10
H 0.59 0.98 -2.59

***

Record 5
The following is a DFT calculation (ωB97M-V/def2-TZVPD) of a structure of composition C9H9I2IrLuNO5S.

Output
Energy above the lowest of the compared OMol25 structures with the same formula, charge and spin, kJ/mol: 69.5
Spin multiplicity: 5
Charge: +4
Lowest unoccupied orbital energy (alpha / beta), hartree: -0.609 / -0.683
Gap between HOMO and LUMO (alpha / beta), Eh: 0.233 / 0.158

Cartesian coordinates (Å):
I -3.92 -0.68 2.10
I -3.08 -3.10 1.39
Lu -0.30 -0.69 2.00
Ir -0.38 1.76 0.37
S -1.21 -0.05 -0.75
C 0.53 3.11 -0.49
C -0.66 2.38 2.13
C -0.02 -0.25 -2.22
C -0.23 -1.67 -2.75
C 1.41 -0.05 -1.77
C -0.43 0.76 -3.28
C 1.34 -1.78 3.58
C 2.19 -0.89 1.50
O -0.69 2.94 3.18
O 0.99 3.98 -1.13
O 2.03 -2.18 4.41
O 3.30 -1.04 1.22
H 0.49 -1.84 -3.57
H -1.24 -1.83 -3.15
H -0.01 -2.43 -1.99
H 2.10 -0.14 -2.64
H 1.70 -0.80 -1.02
H 1.54 0.97 -1.38
H 0.19 0.66 -4.18
H -0.27 1.80 -2.96
H -1.48 0.65 -3.61
O -1.97 0.28 5.98
C -1.28 0.15 5.03
N -0.64 -0.03 4.01

***

Record 6
The following is a DFT calculation (ωB97M-V/def2-TZVPD) of the ion C2H3N3O2PS with charge -1.

Output
Energy above the lowest of the compared OMol25 structures with the same formula, charge and spin, kJ/mol: 1.1
Charge: -1
Lowest unoccupied orbital energy, hartree: 0.138
Gap between HOMO and LUMO, Eh: 0.297

Cartesian coordinates (Å):
O 1.91 0.51 -1.48
P 1.73 0.21 -0.05
O 1.94 1.51 1.09
S 2.52 -1.42 0.71
C -0.14 0.14 -0.09
C -1.01 0.10 -1.23
N -2.17 -0.46 -0.87
N -2.05 -0.65 0.40
N -0.85 -0.34 0.89
H 1.72 1.25 1.98
H -0.80 0.29 -2.25
H -2.79 -1.14 0.87

***

Record 7
The following is a DFT calculation (ωB97M-V/def2-TZVPD) of a cluster of 2 separate species, C20H18B3ClI2O5 in total.

Output
Energy above the lowest of the compared OMol25 structures with the same formula, charge and spin, kJ/mol: 463.0
Lowest unoccupied orbital energy, hartree: -0.040
Gap between HOMO and LUMO, Eh: 0.287

Cartesian coordinates (Å):
C 4.55 -4.67 2.80
C 3.43 -3.45 2.62
I 1.44 -3.84 1.80
C 3.83 -2.08 3.04
I 5.90 -1.79 3.82
B 2.90 -0.73 3.01
O 3.14 0.27 4.11
B 2.02 1.24 4.18
O 0.63 0.78 3.98
B 0.62 -0.09 2.75
C -0.86 -0.70 2.33
C -1.63 -1.39 3.65
C -2.94 -2.26 3.16
Cl -0.50 -2.46 4.67
O 1.89 -0.38 1.99
H 4.84 -4.66 3.96
H 5.50 -4.52 2.13
H 3.98 -5.69 2.60
H 2.19 2.40 4.44
H -0.83 -1.42 1.40
H -1.55 0.24 2.05
H -2.00 -0.53 4.38
H -3.91 -1.72 3.60
H -3.08 -2.33 2.00
H -2.93 -3.38 3.57
O -0.41 4.31 -2.66
C -0.73 3.16 -2.93
C -1.94 2.89 -3.74
C -2.70 3.96 -4.22
C -3.81 3.72 -5.02
C -4.17 2.41 -5.34
C -3.43 1.34 -4.84
C -2.31 1.58 -4.03
C -1.54 0.44 -3.50
O -1.90 -0.71 -3.71
C -0.32 0.71 -2.70
C 0.44 -0.36 -2.22
C 1.61 -0.12 -1.49
C 2.02 1.19 -1.25
C 1.25 2.26 -1.72
C 0.08 2.02 -2.44
H -2.42 4.99 -3.99
H -4.40 4.55 -5.41
H -5.04 2.22 -5.98
H -3.72 0.32 -5.09
H 0.12 -1.39 -2.41
H 2.20 -0.95 -1.12
H 2.93 1.38 -0.70
H 1.58 3.28 -1.53

***

Record 8
The following is a DFT calculation (ωB97M-V/def2-TZVPD) of the molecule C6H10O.

Output
Energy above the lowest of the compared OMol25 structures with the same formula, charge and spin, kJ/mol: 141.7
Lowest unoccupied orbital energy, hartree: 0.040
Gap between HOMO and LUMO, Eh: 0.387

Cartesian coordinates (Å):
C -1.50 -0.51 -0.93
C -0.93 -0.03 0.39
C 0.02 -1.03 1.11
C 1.19 -0.07 0.87
O 1.77 -0.20 -0.43
C 1.10 0.99 -0.89
C 0.22 1.02 0.35
H -2.05 0.29 -1.45
H -2.19 -1.34 -0.77
H -0.71 -0.87 -1.60
H -1.75 0.30 1.04
H -0.21 -1.13 2.18
H 0.12 -2.02 0.66
H 1.94 0.08 1.65
H 0.62 0.85 -1.87
H 1.79 1.84 -0.95
H 0.05 1.98 0.85

***

Record 9
The following is a DFT calculation (ωB97M-V/def2-TZVPD) of a structure of composition C47H49BrCrN7O2P2.

Output
Spin multiplicity: 5
Charge: +1
Lowest unoccupied orbital energy (alpha / beta), hartree: -0.100 / -0.104
Gap between HOMO and LUMO (alpha / beta), Eh: 0.249 / 0.285

Cartesian coordinates (Å):
Cr 0.07 -0.54 -0.06
O 4.44 -0.28 3.15
C 3.52 0.53 3.77
C 3.85 1.32 4.86
C 2.89 2.16 5.41
C 1.61 2.21 4.87
C 1.30 1.41 3.78
C 2.24 0.56 3.22
C 1.89 -0.32 2.04
O 0.56 -0.38 1.78
N 2.63 0.24 0.86
N 2.13 -0.24 -0.31
C 2.83 -0.31 -1.38
C 2.24 -0.66 -2.65
Br 0.32 -0.80 -2.65
C 2.86 -0.82 -3.82
C 4.31 -0.83 -4.05
C 4.79 -0.29 -5.25
C 6.14 -0.27 -5.51
C 7.04 -0.81 -4.60
C 6.58 -1.38 -3.43
C 5.22 -1.40 -3.15
H 5.26 -0.27 3.64
H 4.85 1.28 5.28
H 3.14 2.77 6.26
H 0.86 2.86 5.30
H 0.30 1.39 3.36
H 2.32 -1.33 2.22
H 3.64 0.18 0.94
H 3.89 -0.04 -1.38
H 2.25 -0.93 -4.71
H 4.09 0.12 -5.96
H 6.50 0.16 -6.44
H 8.10 -0.80 -4.81
H 7.27 -1.84 -2.73
H 4.86 -1.91 -2.26
C -3.26 2.83 0.52
N -2.15 1.91 0.27
P -2.31 0.24 0.38
C -3.73 -0.23 -0.64
C -5.05 -0.12 -0.20
C -6.10 -0.44 -1.04
C -5.85 -0.86 -2.34
C -4.55 -0.97 -2.80
C -3.50 -0.66 -1.95
C -2.85 -0.10 2.08
C -3.50 -1.29 2.40
C -3.77 -1.61 3.73
C -3.38 -0.74 4.74
C -2.73 0.44 4.43
C -2.46 0.76 3.10
P -0.56 2.39 -0.21
C -0.41 4.08 0.43
C 0.40 4.26 1.54
C 0.56 5.53 2.09
C -0.08 6.61 1.52
C -0.88 6.44 0.40
C -1.04 5.18 -0.15
C -0.70 2.65 -2.02
C 0.48 2.92 -2.71
C 0.48 3.00 -4.10
C -0.70 2.79 -4.81
C -1.87 2.51 -4.13
C -1.88 2.44 -2.74
H -4.10 2.28 0.95
H -3.60 3.31 -0.40
H -2.97 3.60 1.23
H -5.26 0.19 0.82
H -7.12 -0.36 -0.69
H -6.68 -1.11 -3.00
H -4.35 -1.30 -3.81
H -2.48 -0.73 -2.31
H -3.82 -1.97 1.62
H -4.28 -2.53 3.97
H -3.59 -0.99 5.77
H -2.43 1.12 5.21
H -1.95 1.68 2.86
H 0.91 3.41 1.98
H 1.20 5.66 2.96
H 0.05 7.60 1.94
H -1.37 7.29 -0.06
H -1.65 5.05 -1.04
H 1.40 3.07 -2.17
H 1.40 3.22 -4.62
H -0.70 2.84 -5.89
H -2.79 2.35 -4.67
H -2.80 2.21 -2.22
C -1.41 -3.42 -0.54
N -0.21 -2.92 0.17
C 0.96 -3.68 -0.34
N 0.81 -5.11 -0.16
C -0.41 -5.54 -0.85
N -1.60 -4.85 -0.35
C -1.72 -5.11 1.08
N -0.53 -4.67 1.82
C -0.36 -3.25 1.61
C 0.63 -5.37 1.28
H -1.31 -3.20 -1.61
H -2.28 -2.88 -0.16
H 1.85 -3.33 0.19
H 1.08 -3.46 -1.41
H -0.54 -6.61 -0.71
H -0.30 -5.34 -1.92
H -1.86 -6.19 1.24
H -2.60 -4.59 1.47
H 0.53 -2.90 2.14
H -1.21 -2.70 2.00
H 0.51 -6.45 1.42
H 1.53 -5.05 1.81

***

| no. | E_tot (eV) |
| --- | --- |
| 1 | -3403216.6405 |
| 2 | -128439.6523 |
| 3 | -52364.1016 |
| 4 | -12384.8106 |
| 5 | -84651.2365 |
| 6 | -30814.9243 |
| 7 | -62025.7210 |
| 8 | -8429.7717 |
| 9 | -181097.5951 |